Computed, not measured: a molecular structure, C36H38FN7O3ReS2Si, with the ωB97M-V functional and the def2-TZVPD basis.

orbital gap (alpha / beta) = 4.76 / 5.55 eV
E_LUMO (alpha / beta) = -7.7 / -6.9 eV
multiplicity = 2
energy relative to the best compared isomer or geometry (same formula, charge and spin) = 95.4 kcal/mol
net charge = +2
total energy = -88902.861 eV
expectation value of S² = 0.823

Atoms and positions in Å:
1 Re -0.208 0.348 0.211
2 C -3.411 0.622 3.114
3 Si -1.643 1.208 3.350
4 C -1.668 2.667 4.531
5 C -0.608 -0.167 4.107
6 N -0.921 1.523 1.716
7 C -0.728 2.747 1.133
8 C -0.798 3.989 1.644
9 C -0.976 6.402 1.561
10 C 0.491 5.359 -0.135
11 C 0.111 4.490 -1.362
12 C 0.681 3.136 -0.954
13 F 1.031 2.361 -2.019
14 H -3.863 0.489 4.100
15 H -3.460 -0.335 2.596
16 H -4.021 1.346 2.571
17 H -2.002 2.277 5.496
18 H -2.385 3.436 4.239
19 H -0.695 3.134 4.692
20 H -1.120 -0.546 4.995
21 H 0.376 0.180 4.425
22 H -0.490 -1.004 3.420
23 H -1.087 4.046 2.684
24 H -1.635 6.397 2.420
25 H 0.646 6.401 -0.406
26 H 0.589 4.872 -2.262
27 O 3.409 -0.342 -2.520
28 C 2.718 -0.433 -3.671
29 C 3.452 -0.500 -4.856
30 C 2.810 -0.605 -6.069
31 C 1.415 -0.632 -6.139
32 C 0.676 -0.547 -4.985
33 C 1.305 -0.455 -3.733
34 C 0.496 -0.324 -2.531
35 O 1.046 -0.293 -1.343
36 N -0.803 -0.218 -2.634
37 N -1.416 -0.014 -1.432
38 C -2.732 -0.089 -1.533
39 S -3.403 -0.423 -3.085
40 C -5.114 -0.570 -2.466
41 C -5.279 0.343 -1.274
42 S -3.807 0.142 -0.208
43 H 2.789 -0.293 -1.782
44 H 4.531 -0.461 -4.786
45 H 3.393 -0.668 -6.977
46 H 0.921 -0.712 -7.097
47 H -0.404 -0.545 -5.019
48 H -5.284 -1.613 -2.204
49 H -5.784 -0.292 -3.278
50 H -6.149 0.080 -0.675
51 H -5.341 1.391 -1.564
52 N 3.345 5.779 2.063
53 C 2.645 5.297 1.290
54 C 1.765 4.680 0.358
55 C -0.501 5.277 1.021
56 C -1.351 4.187 -1.549
57 C -1.648 3.027 -0.994
58 N -0.488 2.442 -0.302
59 C 1.836 3.417 -0.052
60 H -0.725 7.372 1.152
61 H -2.038 4.836 -2.068
62 H -2.601 2.531 -0.907
63 H 2.589 2.675 0.175
64 C 3.629 -3.961 3.393
65 N 2.700 -3.561 2.342
66 N 2.292 -2.262 2.181
67 C 1.119 -2.283 1.464
68 O 0.468 -1.211 1.197
69 C 0.822 -3.616 1.169
70 C 1.815 -4.379 1.745
71 C 1.974 -5.854 1.775
72 C 3.195 -1.158 2.311
73 C 2.718 0.109 2.640
74 C 3.606 1.170 2.736
75 C 4.964 0.973 2.535
76 C 5.433 -0.288 2.203
77 C 4.552 -1.349 2.068
78 H 3.883 -3.100 4.002
79 H 4.543 -4.383 2.976
80 H 3.154 -4.709 4.026
81 H -0.017 -3.962 0.591
82 H 1.389 -6.298 0.973
83 H 1.623 -6.268 2.722
84 H 3.018 -6.137 1.651
85 H 1.673 0.264 2.850
86 H 3.238 2.155 2.995
87 H 5.652 1.801 2.635
88 H 6.491 -0.450 2.049
89 H 4.927 -2.309 1.746

Force components x, y, z for each atom (eV/Å):
-1.00 -0.34 -0.28
0.35 0.14 -0.08
-0.19 -0.55 0.93
0.10 -0.04 -0.36
-0.22 0.19 -0.17
0.75 -1.33 -1.24
-0.15 1.15 -0.30
-0.13 -0.54 0.17
-0.05 -0.09 -0.03
-0.07 -0.05 0.19
-0.17 -0.09 0.20
0.25 0.20 -0.11
-0.09 0.04 -0.07
0.06 0.02 0.04
0.00 -0.04 0.00
0.00 0.03 -0.01
0.01 -0.08 -0.01
-0.01 -0.01 0.02
0.01 -0.02 0.00
-0.04 0.06 0.01
-0.05 0.00 0.03
0.02 -0.02 0.03
0.05 0.00 -0.04
0.02 -0.06 0.01
0.00 0.01 0.05
0.11 -0.08 0.02
0.30 0.03 0.03
-0.52 -0.05 -0.30
0.07 0.02 0.19
-0.07 -0.02 0.01
-0.04 0.00 -0.10
0.08 -0.01 0.06
0.57 0.02 0.17
-0.98 0.12 -0.41
-0.34 0.15 1.61
0.53 0.25 -0.76
0.35 0.08 1.23
0.09 -0.25 -0.23
-0.14 0.12 0.20
0.19 -0.09 -0.06
0.05 -0.01 0.11
0.01 0.03 -0.06
-0.10 -0.01 0.08
0.00 -0.03 -0.02
0.02 0.02 0.00
0.00 0.00 0.01
-0.01 -0.02 -0.02
-0.04 0.01 0.01
0.00 0.01 0.00
0.00 0.01 0.01
-0.01 0.00 -0.01
-0.06 -0.02 -0.03
0.25 0.07 0.18
-0.18 -0.14 -0.35
0.03 0.45 -0.23
0.29 0.00 -0.05
-0.32 -0.02 -0.38
0.52 -0.08 0.47
0.09 -0.09 -0.06
0.00 -0.01 -0.02
-0.08 -0.06 0.02
0.03 -0.02 0.06
0.02 0.05 0.09
0.21 -0.10 0.21
-0.06 -0.09 -0.15
-0.59 0.21 -0.12
0.76 -0.93 0.20
-0.45 1.31 -0.37
-0.22 0.38 -0.13
0.18 0.14 -0.05
0.00 -0.05 0.11
0.29 0.27 -0.04
-0.07 -0.18 0.10
0.03 0.03 -0.01
0.02 0.04 -0.03
-0.02 0.03 0.05
-0.06 -0.08 -0.12
-0.02 0.04 -0.03
-0.03 0.07 -0.07
-0.04 0.04 -0.01
-0.01 -0.02 0.04
0.00 -0.02 0.01
-0.01 0.01 0.00
-0.01 -0.01 -0.03
-0.01 -0.04 0.01
-0.03 -0.02 0.02
0.00 0.00 0.01
-0.01 -0.01 -0.07
-0.02 -0.06 0.04